1.
{"formula": "C26H23ClMnN6OS3", "method": "ωB97M-V/def2-TZVPD", "homo_lumo_gap_ha": [0.2458, 0.2710], "de_lowest_ev": 0.000, "lumo_energy_ev": [-7.87, -7.19], "charge": 2, "s_squared": 3.946, "e_tot_ha": -4213.61289, "max_force_ha_per_bohr": 0.011, "multiplicity": 4, "elements": ["Mn", "C", "C", "N", "N", "C", "N", "S", "C", "C", "C", "C", "C", "N", "H", "H", "H", "H", "H", "H", "H", "H", "H", "O", "S", "C", "C", "C", "C", "C", "C", "C", "C", "C", "C", "C", "C", "H", "H", "H", "H", "H", "H", "H", "H", "H", "H", "Cl", "C", "C", "C", "C", "N", "C", "H", "H", "H", "H", "S", "C", "N"], "positions_angstrom": [[0.823, -0.140, 0.996], [0.167, 3.833, -0.443], [0.606, 2.448, -0.128], [0.108, 1.731, 0.817], [-0.904, 2.231, 1.593], [-1.323, 1.369, 2.477], [-2.331, 1.714, 3.282], [-0.673, -0.261, 2.705], [1.657, 1.775, -0.927], [2.299, 2.381, -1.982], [3.244, 1.658, -2.704], [3.513, 0.348, -2.352], [2.836, -0.200, -1.278], [1.940, 0.501, -0.582], [-0.564, 4.176, 0.279], [-0.273, 3.866, -1.443], [1.027, 4.508, -0.437], [-2.719, 2.642, 3.219], [-2.658, 1.099, 4.006], [2.064, 3.404, -2.243], [3.760, 2.120, -3.535], [4.234, -0.248, -2.894], [3.009, -1.221, -0.962], [-0.426, -0.742, -0.318], [-1.984, -0.860, -0.268], [-2.285, -2.598, -0.335], [-1.321, -3.475, -0.809], [-1.632, -4.825, -0.856], [-2.882, -5.270, -0.442], [-3.831, -4.374, 0.033], [-3.535, -3.021, 0.099], [-2.454, -0.298, -1.870], [-3.635, 0.426, -1.948], [-4.067, 0.852, -3.197], [-3.312, 0.567, -4.325], [-2.121, -0.148, -4.222], [-1.682, -0.594, -2.987], [-0.354, -3.115, -1.132], [-0.898, -5.532, -1.219], [-3.117, -6.326, -0.484], [-4.798, -4.728, 0.363], [-4.263, -2.314, 0.482], [-4.210, 0.653, -1.057], [-4.989, 1.411, -3.285], [-3.652, 0.902, -5.297], [-1.542, -0.370, -5.109], [-0.769, -1.168, -2.895], [2.657, 2.945, 5.312], [3.070, 1.859, 4.053], [4.364, 1.392, 3.895], [4.628, 0.530, 2.844], [3.603, 0.146, 2.012], [2.347, 0.587, 2.189], [2.083, 1.441, 3.185], [5.144, 1.699, 4.580], [5.623, 0.141, 2.677], [3.776, -0.541, 1.198], [1.074, 1.804, 3.305], [1.464, -2.299, 1.327], [1.889, -2.265, 2.964], [2.199, -2.227, 4.075]], "mulliken_charge": [-0.199, -2.026, 1.133, 1.782, -1.738, 0.573, -0.378, -0.242, 0.579, -0.796, -0.671, -0.929, -0.437, 0.478, 0.396, 0.404, 0.418, 0.245, 0.218, 0.545, 0.465, 0.492, 0.581, 0.168, -0.131, 0.745, 0.044, -0.947, -0.497, -0.693, -0.344, 0.735, -0.401, -0.680, -0.496, -0.811, -0.180, 0.358, 0.442, 0.426, 0.426, 0.444, 0.424, 0.437, 0.429, 0.437, 0.337, -0.176, -0.261, -0.122, -1.031, -0.123, 0.774, -0.374, 0.483, 0.451, 0.450, 0.506, -0.107, 0.388, -0.423]}


2.
{"formula": "C26H23ClN2O2S", "method": "ωB97M-V/def2-TZVPD", "homo_lumo_gap_ha": 0.2588, "smiles": "Cc1ccc([C@H](c2c(C)n(C)c3ccccc23)[C@H](Cl)S(=O)(=O)c2ccc(C#N)cc2)cc1", "lumo_energy_ev": -0.83, "e_tot_ha": -2122.83202, "max_force_ha_per_bohr": 0.067, "elements": ["N", "C", "C", "C", "C", "C", "S", "C", "Cl", "O", "O", "C", "C", "H", "H", "H", "H", "H", "C", "C", "N", "C", "C", "C", "C", "C", "C", "C", "C", "C", "C", "C", "C", "C", "C", "C", "C", "H", "H", "H", "H", "H", "H", "H", "H", "H", "H", "H", "H", "H", "H", "H", "H", "H", "H"], "positions_angstrom": [[-9.069, -2.559, -0.244], [-7.907, -2.498, -0.377], [-6.508, -2.357, -0.537], [-5.635, -3.450, -0.521], [-4.242, -3.269, -0.660], [-3.692, -1.983, -0.794], [-1.945, -1.709, -1.265], [-0.742, -0.866, 0.061], [0.377, -2.015, 0.693], [-1.374, -3.029, -1.418], [-2.024, -0.831, -2.396], [-4.573, -0.895, -0.868], [-5.963, -1.080, -0.709], [-6.060, -4.458, -0.445], [-3.586, -4.141, -0.751], [-1.563, -0.547, 0.691], [-4.208, 0.103, -1.139], [-6.637, -0.215, -0.780], [-1.202, 2.030, 2.121], [0.179, 1.534, 2.055], [1.054, 1.788, 3.096], [0.709, 2.461, 4.329], [2.327, 1.273, 2.837], [2.263, 0.661, 1.549], [3.422, 0.067, 1.074], [4.619, 0.180, 1.810], [4.644, 0.809, 3.075], [3.495, 1.403, 3.588], [0.890, 0.891, 1.068], [0.234, 0.305, -0.220], [1.214, 0.403, -1.390], [2.332, 1.273, -1.414], [3.264, 1.244, -2.471], [3.076, 0.357, -3.559], [4.062, 0.212, -4.666], [1.951, -0.468, -3.560], [1.012, -0.384, -2.521], [-1.616, 1.978, 1.121], [-1.833, 1.442, 2.799], [-1.203, 3.075, 2.451], [1.596, 2.506, 4.987], [0.337, 3.492, 4.158], [-0.086, 1.895, 4.848], [3.430, -0.426, 0.083], [5.541, -0.234, 1.417], [5.539, 0.846, 3.652], [3.438, 1.909, 4.564], [-0.714, 0.779, -0.491], [2.549, 2.015, -0.618], [4.115, 1.945, -2.539], [3.731, -0.523, -5.404], [4.218, 1.172, -5.156], [5.031, -0.094, -4.264], [1.659, -1.112, -4.395], [0.077, -0.906, -2.557]], "mulliken_charge": [-0.481, -0.048, 0.580, -0.704, -0.248, -0.011, 1.709, -0.534, -0.134, -0.738, -0.609, -0.403, -0.717, 0.412, 0.448, 0.623, 0.401, 0.381, -2.023, 0.006, 0.211, -0.914, 0.028, 1.003, 0.198, -1.061, -0.674, -1.044, 0.690, -0.333, 0.783, -0.042, -1.029, 1.145, -1.435, -1.410, -0.246, 0.449, 0.309, 0.499, 0.318, 0.269, 0.295, 0.498, 0.399, 0.440, 0.178, 0.243, 0.473, 0.357, 0.340, 0.339, 0.310, 0.257, 0.250]}


3.
{"formula": "C26H23F6NO3PdS4", "method": "ωB97M-V/def2-TZVPD", "homo_lumo_gap_ha": 0.1357, "de_lowest_ev": 1.952, "lumo_energy_ev": 3.80, "charge": -2, "e_tot_ha": -3604.89331, "max_force_ha_per_bohr": 0.022, "elements": ["Pd", "C", "C", "C", "C", "C", "C", "C", "F", "C", "C", "C", "O", "C", "C", "N", "C", "C", "O", "O", "H", "H", "H", "H", "H", "H", "H", "H", "H", "H", "H", "C", "C", "S", "C", "C", "S", "C", "C", "S", "H", "H", "H", "H", "H", "H", "H", "H", "H", "H", "H", "H", "F", "C", "C", "F", "C", "F", "C", "S", "C", "F", "C", "F"], "positions_angstrom": [[-0.373, -0.123, 0.203], [6.435, -3.529, -1.089], [6.275, -2.966, 0.326], [7.513, -2.209, 0.801], [7.768, -0.999, -0.096], [6.496, -0.234, -0.387], [6.565, 1.043, -0.917], [5.397, 1.730, -1.191], [5.500, 2.984, -1.712], [4.156, 1.197, -0.962], [4.058, -0.083, -0.421], [2.729, -0.733, -0.232], [1.763, -0.348, -0.868], [2.745, -1.875, 0.685], [3.917, -2.501, 0.891], [5.129, -2.075, 0.389], [5.234, -0.801, -0.143], [1.554, -2.380, 1.542], [1.756, -3.485, 2.089], [0.569, -1.626, 1.666], [7.347, -4.125, -1.177], [6.470, -2.716, -1.816], [5.578, -4.157, -1.332], [6.071, -3.792, 1.008], [8.379, -2.875, 0.808], [7.340, -1.879, 1.828], [8.217, -1.329, -1.038], [8.492, -0.332, 0.377], [7.525, 1.511, -1.107], [3.247, 1.747, -1.174], [3.937, -3.389, 1.512], [0.232, 4.628, 1.889], [0.955, 4.224, 0.608], [0.845, 2.384, 0.352], [0.098, 2.429, -1.306], [-1.399, 2.679, -1.259], [-2.230, 1.320, -0.352], [-2.951, 2.201, 1.088], [-1.987, 2.785, 2.113], [-1.586, 4.550, 1.791], [0.441, 5.672, 2.139], [0.552, 4.004, 2.726], [2.016, 4.491, 0.683], [0.523, 4.734, -0.255], [0.288, 1.435, -1.709], [0.619, 3.177, -1.916], [-1.812, 2.699, -2.272], [-1.637, 3.618, -0.765], [-3.521, 1.404, 1.567], [-3.656, 2.958, 0.727], [-1.067, 2.205, 2.117], [-2.436, 2.762, 3.108], [-6.670, -4.567, 0.167], [-5.540, -3.970, -0.280], [-5.048, -4.234, -1.540], [-5.714, -5.106, -2.337], [-3.899, -3.616, -1.987], [-3.503, -3.936, -3.232], [-3.150, -2.690, -1.230], [-1.744, -1.931, -1.866], [-3.698, -2.457, 0.050], [-3.118, -1.585, 0.883], [-4.848, -3.072, 0.509], [-5.326, -2.791, 1.741]], "mulliken_charge": [0.187, -1.550, -0.106, -1.066, -1.236, 1.087, -0.707, 0.078, -0.396, -0.775, 0.385, 1.046, -0.645, -0.311, -0.330, 0.159, -0.233, 0.143, -0.804, -0.679, 0.391, 0.340, 0.404, 0.537, 0.461, 0.341, 0.323, 0.468, 0.476, 0.624, 0.447, -0.615, -0.773, -0.166, -1.221, -0.799, -0.122, -0.612, -0.412, -0.226, 0.403, 0.309, 0.398, 0.331, 0.551, 0.817, 0.486, 0.256, 0.321, 0.367, 0.106, 0.522, -0.346, 0.670, 0.070, -0.338, 0.373, -0.348, 0.086, -0.437, 0.150, -0.250, -0.266, -0.341]}


4.
{"formula": "C26H23FO4", "method": "ωB97M-V/def2-TZVPD", "homo_lumo_gap_ha": 0.1346, "de_lowest_ev": 1.560, "lumo_energy_ev": -2.84, "e_tot_ha": -1405.29649, "max_force_ha_per_bohr": 0.035, "elements": ["C", "C", "O", "C", "C", "F", "C", "O", "O", "C", "C", "O", "H", "H", "H", "H", "H", "H", "H", "H", "H", "H", "C", "C", "C", "C", "C", "C", "C", "C", "C", "C", "C", "C", "C", "C", "C", "C", "C", "C", "C", "H", "H", "H", "H", "H", "H", "H", "H", "H", "H", "H", "H", "H"], "positions_angstrom": [[-4.465, 0.943, -3.087], [-3.542, -0.226, -2.849], [-2.240, 0.283, -2.498], [-1.296, -0.682, -2.343], [-0.022, -0.046, -2.177], [-0.013, 1.300, -2.198], [1.239, -0.701, -2.394], [1.406, -1.909, -2.438], [2.203, 0.239, -2.554], [3.510, -0.281, -2.890], [4.428, 0.892, -3.127], [-1.500, -1.891, -2.367], [-5.443, 0.531, -3.329], [-4.568, 1.584, -2.211], [-4.134, 1.577, -3.909], [-3.913, -0.844, -2.013], [-3.466, -0.854, -3.754], [3.873, -0.890, -2.044], [3.444, -0.918, -3.789], [5.410, 0.494, -3.377], [4.085, 1.534, -3.937], [4.526, 1.521, -2.244], [-0.116, 0.019, 1.439], [-1.363, 0.737, 1.439], [-1.475, 2.008, 0.834], [-2.667, 2.728, 0.918], [-3.767, 2.188, 1.603], [-3.661, 0.942, 2.232], [-2.485, 0.211, 2.117], [0.029, -1.413, 1.606], [1.410, -1.693, 1.913], [1.791, -2.948, 2.354], [0.857, -3.991, 2.347], [-0.486, -3.736, 2.006], [-0.910, -2.446, 1.640], [2.118, -0.436, 1.941], [1.175, 0.619, 1.657], [1.524, 1.949, 1.886], [2.839, 2.238, 2.271], [3.762, 1.205, 2.531], [3.379, -0.136, 2.421], [-0.636, 2.421, 0.271], [-2.751, 3.711, 0.446], [-4.692, 2.755, 1.693], [-4.480, 0.522, 2.820], [-2.386, -0.750, 2.612], [2.793, -3.086, 2.746], [1.143, -4.996, 2.661], [-1.212, -4.556, 2.008], [-1.955, -2.265, 1.349], [0.774, 2.738, 1.766], [3.142, 3.282, 2.372], [4.761, 1.469, 2.879], [4.026, -0.945, 2.748]], "mulliken_charge": [-1.214, -0.217, -0.224, 0.496, 0.671, -0.436, 0.362, -0.663, -0.215, -0.210, -1.251, -0.674, 0.396, 0.255, 0.313, 0.277, 0.327, 0.280, 0.319, 0.390, 0.317, 0.297, 0.786, 0.507, -0.018, -1.150, -0.407, -0.943, -0.475, 0.000, 0.104, -0.367, -0.710, -0.911, -0.246, 0.004, 0.673, -0.267, -0.936, -0.717, -0.471, 0.473, 0.371, 0.417, 0.403, 0.696, 0.410, 0.400, 0.387, 0.648, 0.495, 0.413, 0.420, 0.416]}


Number 2 is which compound? C26H23ClN2O2S